{
  "formula": "C17H16N6OPtSSe",
  "method": "ωB97M-V with the def2-TZVPD basis set",
  "symbols": ["Pt", "N", "C", "C", "C", "C", "C", "C", "N", "C", "C", "C", "S", "C", "N", "H", "H", "H", "H", "H", "H", "H", "Se", "N", "C", "C", "C", "C", "N", "C", "N", "H", "H", "H", "C", "C", "O", "H", "H", "H", "H", "H", "H"],
  "positions_angstrom": [[0.15069, -0.04995, -0.12702], [3.91341, 1.80917, -0.01470], [4.48925, 0.56136, -0.00146], [5.78440, 0.16344, -0.04870], [5.99437, -1.22791, -0.00232], [4.90612, -2.20477, 0.06198], [3.61837, -1.82837, 0.11378], [3.34308, -0.39968, 0.04459], [2.23000, 0.27129, 0.01837], [2.57813, 1.64913, 0.00216], [1.56670, 2.57611, -0.01629], [1.63044, 3.98484, 0.01672], [0.12099, 4.65537, -0.09603], [-0.59084, 3.05667, -0.17861], [0.25420, 2.08538, -0.11958], [4.42852, 2.68471, -0.03381], [6.61343, 0.85801, -0.12923], [7.01624, -1.60235, -0.00594], [5.17084, -3.25555, 0.07619], [2.81413, -2.54008, 0.22496], [2.51622, 4.60458, 0.11201], [-1.66370, 2.93053, -0.27756], [-3.46238, -2.74612, -2.44225], [-4.64906, -1.70515, -1.72862], [-4.03488, -0.87919, -0.89249], [-4.65948, 0.06816, -0.05614], [-3.86564, 0.80780, 0.78802], [-2.48425, 0.62224, 0.79080], [-1.83631, -0.24945, 0.00935], [-2.59569, -1.06211, -0.82636], [-2.09484, -2.01810, -1.56700], [-5.73937, 0.16101, -0.06791], [-4.30256, 1.53033, 1.46308], [-1.87775, 1.19871, 1.47937], [0.76056, -4.49950, 0.16809], [-0.04529, -3.24303, 0.40144], [0.51805, -2.09565, -0.35964], [0.14725, -5.37641, 0.37121], [1.60348, -4.57873, 0.85779], [1.14300, -4.56921, -0.85405], [-0.09162, -2.94096, 1.44506], [-1.07263, -3.37758, 0.08243], [0.74335, -2.36859, -1.26105]],
  "forces_ev_per_a": [[1.29, -0.05, 0.21], [-0.46, -0.24, 0.05], [-0.52, -0.64, 0.08], [0.24, 0.00, -0.05], [-0.39, -0.25, -0.05], [0.69, 0.14, -0.04], [-0.40, 0.49, -0.02], [1.37, -0.35, 0.16], [-0.98, 0.61, -0.51], [0.69, -0.43, 0.00], [-0.65, 0.96, -0.05], [0.19, -0.62, -0.02], [-0.40, -0.13, -0.03], [-0.27, 0.39, -0.09], [0.22, -0.86, 0.34], [-0.06, 0.02, -0.02], [0.02, -0.06, 0.09], [-0.05, 0.01, -0.02], [0.05, 0.04, 0.09], [-0.02, 0.04, -0.07], [-0.04, 0.00, -0.04], [0.08, 0.02, -0.03], [-0.31, 0.01, -0.09], [-0.32, -0.20, -0.19], [0.44, 0.18, 0.45], [-0.32, -0.49, -0.43], [-0.01, 0.05, 0.20], [0.06, -0.17, -0.02], [0.09, 0.55, -0.29], [-0.24, -0.07, -0.06], [0.29, 0.42, 0.00], [-0.01, 0.09, -0.05], [0.02, -0.01, 0.07], [0.03, -0.04, -0.03], [0.50, 0.18, 0.33], [-0.71, -0.48, 0.20], [0.23, 0.55, 0.64], [-0.12, 0.03, -0.15], [0.06, 0.10, -0.09], [-0.20, -0.10, -0.06], [0.34, 0.18, -0.01], [0.00, 0.11, -0.27], [-0.44, 0.00, -0.14]],
  "lowdin_charge": [1.272, 0.255, -0.068, 0.095, 0.177, 0.057, 0.080, -0.087, 0.057, -0.129, -0.246, -0.203, 1.319, -0.287, -0.092, 0.219, 0.164, 0.166, 0.154, 0.110, 0.131, 0.118, 1.398, -0.165, -0.336, 0.114, 0.022, -0.115, -0.085, -0.425, -0.225, 0.162, 0.144, 0.121, -0.037, -0.208, -0.270, 0.112, 0.089, 0.099, 0.132, 0.091, 0.120],
  "homo_lumo_gap_ev": [4.191, 2.619],
  "total_energy_ev": -108259.2576,
  "total_charge": 4
}